A cluster of 8 separate species, C33H80N8O5 in total in a non-equilibrium geometry, computed with wB97M-V/def2-TZVPD.

Results
electronic energy	-57676.8500	eV
SMILES	CCN(CC)CC.CCN(CC)CC.CCN(CC)CC.CNC(C)=O.CNC(C)=O.CNC(C)=O.CNC(C)=O.CNC(C)=O
E_HOMO	-7.99	eV
maximum force	3.2	eV/A
lowest unoccupied orbital energy	0.151	eV

Structure (XYZ):
```
126
Properties=species:S:1:pos:R:3:forces:R:3:mulliken_charge:R:1
C -4.70701 -2.83214 5.10500 0.864 1.077 0.040 -1.327
C -4.46171 -4.28180 4.74738 -0.409 -0.743 -0.413 -0.540
N -3.30445 -4.54300 3.85843 0.677 0.673 0.372 0.686
C -3.06893 -5.99101 3.63888 -1.327 0.416 -0.208 -0.724
C -4.17651 -6.55267 2.70015 0.469 -0.168 1.387 -1.135
C -2.10154 -3.89934 4.41277 0.403 -0.182 -1.517 -0.363
C -0.89608 -3.95061 3.42708 -0.345 0.839 0.561 -0.957
H -3.90359 -2.55149 5.78606 -0.109 0.281 0.189 0.308
H -5.62867 -2.54406 5.61061 -0.209 -0.808 0.034 0.400
H -4.63399 -2.11388 4.28837 0.075 -0.290 -0.451 0.280
H -4.33530 -4.79221 5.70215 0.216 -0.411 0.368 0.391
H -5.34722 -4.74349 4.31057 0.021 0.136 -0.221 0.334
H -2.09809 -6.24505 3.21341 0.001 0.712 -0.220 0.355
H -3.04100 -6.45071 4.62680 -0.317 -0.579 0.253 0.448
H -4.24593 -5.92794 1.80964 0.063 -0.380 -0.049 0.114
H -3.98116 -7.60955 2.51864 0.201 0.100 -0.548 0.439
H -5.13362 -6.57838 3.22109 -0.123 0.319 -0.085 0.340
H -1.79242 -4.32189 5.36880 0.040 -0.372 0.374 0.265
H -2.29956 -2.84635 4.61301 -0.103 -0.073 -0.193 -0.017
H -0.41804 -4.92274 3.30646 -0.036 0.120 0.163 0.401
H -0.19668 -3.20816 3.81141 0.518 -0.309 0.220 0.451
H -1.11707 -3.53521 2.44387 -0.561 -0.312 -0.099 -0.121
C 1.97699 1.64710 5.23929 -0.285 1.198 -0.669 -1.599
C 0.82250 0.94016 4.48559 0.234 -0.216 1.355 0.098
N -0.42406 1.67527 4.34752 0.826 1.320 1.164 0.115
C -1.56755 0.83465 4.15172 -0.379 -1.131 -0.171 -1.341
C -1.65813 0.18303 2.77276 0.086 0.350 -0.153 0.230
C -0.34280 2.78295 3.40447 -1.090 0.260 -0.373 0.049
C -1.59353 3.64882 3.39759 -0.699 0.139 0.291 -1.300
H 2.24314 2.55737 4.70200 0.270 0.095 -0.089 0.347
H 2.89417 1.07252 5.36863 -0.193 -0.398 -0.367 0.403
H 1.72071 2.00009 6.23820 -0.498 -0.240 0.013 0.389
H 1.14587 0.56239 3.51563 0.409 -0.209 -0.211 -0.057
H 0.62973 0.10898 5.16389 -0.386 -0.484 -0.459 0.324
H -1.55759 0.04397 4.90194 0.289 -0.083 0.178 0.451
H -2.51510 1.33364 4.35480 0.144 0.474 -0.045 0.401
H -1.83219 0.95584 2.02405 -0.467 -0.135 -0.162 -0.247
H -0.72857 -0.27795 2.43881 0.083 -0.285 0.299 -0.016
H -2.45067 -0.56523 2.76387 -0.021 0.059 -0.252 0.346
H -0.30089 2.34665 2.40648 0.815 0.307 -0.524 0.028
H 0.44139 3.51009 3.61522 0.592 -0.723 0.013 0.432
H -1.53679 4.54327 2.77723 0.503 -0.159 -0.146 0.420
H -1.80719 3.99327 4.40942 -0.149 -0.119 0.149 0.391
H -2.45748 3.11809 2.99758 -0.071 -0.092 0.183 0.058
C 0.76955 3.65727 -3.56733 1.230 0.335 -0.530 -1.112
C 2.30637 3.32014 -3.45284 -0.776 1.178 0.797 -0.346
N 3.19316 4.52082 -3.72236 -0.095 -0.724 -0.098 0.019
C 3.00148 4.94721 -5.11448 -0.098 0.644 -0.664 -0.356
C 3.83221 6.13790 -5.67044 -0.112 -0.735 0.806 -1.253
C 4.59992 4.17211 -3.46141 0.417 -0.006 1.353 -0.232
C 4.97091 4.15811 -1.93515 -0.527 -0.570 -0.204 -1.103
H 0.52699 4.57823 -3.03715 0.210 -0.110 0.389 0.408
H 0.13165 2.85566 -3.19506 0.220 0.001 -0.109 0.068
H 0.51301 3.89699 -4.59924 -0.153 -0.417 -0.093 0.390
H 2.45944 2.95721 -2.43650 0.236 0.454 0.258 0.044
H 2.58302 2.43211 -4.02115 0.047 0.056 -0.843 0.441
H 3.16818 4.12409 -5.80931 0.184 -0.539 -0.136 0.333
H 1.95731 5.21849 -5.27012 -0.049 -0.035 0.278 0.285
H 3.57260 7.07985 -5.18728 0.094 -0.036 0.069 0.304
H 4.89330 5.92673 -5.53779 0.031 0.288 -0.094 0.357
H 3.64733 6.23052 -6.74064 -0.095 -0.034 0.044 0.386
H 5.32280 4.87238 -3.87994 -0.537 0.332 -0.272 0.291
H 4.84570 3.22704 -3.94570 0.079 -0.515 0.043 0.333
H 6.00574 3.91269 -1.69644 0.380 0.396 -0.668 0.431
H 4.48731 3.37389 -1.35270 -0.692 -0.015 -0.201 -0.017
H 4.72049 5.11133 -1.46957 0.010 0.018 -0.125 0.333
C -1.34905 -3.32811 -2.73561 0.370 0.317 0.344 -1.069
N -2.16739 -3.05764 -1.52923 -0.328 -1.483 -1.426 0.167
C -3.04018 -3.95394 -1.02659 -0.131 -0.993 0.465 0.923
C -3.81876 -3.56242 0.20588 -0.553 0.684 0.279 -0.895
O -3.25402 -5.08968 -1.45110 0.544 0.420 -0.532 -0.722
H -0.29534 -3.25301 -2.46700 0.126 0.205 -0.002 0.171
H -1.51822 -2.65750 -3.57809 -0.200 0.443 0.330 0.364
H -1.41049 -4.30257 -3.22013 -0.703 -0.248 0.813 0.382
H -2.09407 -2.17551 -1.04285 0.349 0.081 -0.168 0.246
H -3.33811 -3.68821 1.17606 0.464 -0.348 -0.173 -0.139
H -4.70135 -4.20200 0.19735 -0.011 0.168 0.080 0.415
H -4.12383 -2.51603 0.21560 -0.094 0.135 -0.232 0.311
C 5.53760 -0.55203 -1.96435 -0.576 -0.810 0.095 -0.908
N 5.31508 0.01783 -0.66531 1.856 0.410 0.153 -0.236
C 4.16321 0.47150 -0.19987 0.603 0.162 1.688 0.607
C 4.15301 0.96938 1.21715 0.035 0.711 0.530 -0.948
O 3.15094 0.44079 -0.84717 -1.615 0.103 -1.562 -0.797
H 4.88445 -0.13305 -2.72983 0.255 0.344 0.091 0.194
H 5.24366 -1.59602 -1.85578 0.273 -0.333 -0.542 0.329
H 6.60197 -0.47213 -2.18531 -0.245 -0.003 -0.307 0.371
H 6.14515 0.03742 -0.09025 -0.432 0.194 0.190 0.249
H 5.08803 0.84093 1.76243 -0.095 -0.371 0.007 0.440
H 3.29426 0.56497 1.75296 0.192 -0.386 0.006 0.013
H 3.96200 2.04167 1.25955 0.001 0.158 -0.430 0.323
C -3.34965 2.59929 -2.00450 -0.682 -0.570 -0.543 -0.636
N -4.12712 3.27043 -0.96594 -1.026 -0.858 -2.215 -0.135
C -3.62188 3.86183 0.07015 0.681 1.645 2.667 0.745
C -4.61063 4.47675 1.05614 -0.744 -0.007 0.098 -1.334
O -2.42999 3.95577 0.29013 0.919 -0.138 -0.045 -0.621
H -3.28040 1.53693 -1.77065 0.181 -0.045 -0.038 0.184
H -2.35064 2.96839 -2.23657 -0.147 0.451 0.831 0.181
H -3.88415 2.69329 -2.94979 -0.219 -0.064 0.059 0.403
H -5.13638 3.27783 -1.00393 0.245 -0.251 -0.448 0.201
H -5.55146 4.80478 0.61416 0.111 0.274 -0.450 0.459
H -4.17024 5.31534 1.59553 0.131 -0.198 -0.160 0.317
H -4.98548 3.75679 1.78364 0.520 -0.299 0.165 0.293
C 1.90765 -1.28039 -3.63419 -0.319 -0.086 0.935 -0.602
N 2.47034 -2.20815 -4.61888 1.066 2.226 2.061 -0.040
C 1.76687 -3.00673 -5.38130 -1.730 -1.282 -1.868 0.618
C 2.49841 -3.72802 -6.49612 0.713 -0.533 0.581 -1.063
O 0.56706 -3.21535 -5.23558 0.321 0.359 0.099 -0.601
H 0.88418 -1.46336 -3.30686 -0.161 -0.513 -0.898 0.062
H 1.93698 -0.23675 -3.94732 0.233 -0.035 -0.232 0.294
H 2.39960 -1.36310 -2.66505 0.642 0.073 -0.198 0.203
H 3.47034 -2.11515 -4.72586 -0.291 -0.213 -0.354 0.274
H 3.58462 -3.65603 -6.44083 0.118 0.175 0.179 0.314
H 2.23853 -3.44011 -7.51479 -0.521 0.004 0.303 0.283
H 2.25568 -4.76762 -6.27613 -0.055 -0.132 -0.618 0.283
C 1.02640 -2.21283 0.28064 -0.548 0.425 0.901 -0.848
N 0.80396 -0.86716 -0.16525 -0.113 0.970 -0.483 1.195
C -0.37272 -0.28025 -0.40212 -0.906 1.041 -0.569 0.838
C -0.37440 1.19851 -0.87046 1.035 -0.720 1.093 -0.127
O -1.46177 -0.82846 -0.28167 -0.078 -0.033 0.504 -0.992
H 0.29286 -2.46107 1.04771 -0.313 -0.116 -0.245 -0.097
H 1.94910 -2.14354 0.85678 0.395 -0.719 -0.526 0.360
H 0.95346 -2.93525 -0.53230 0.447 -0.163 0.178 0.233
H 1.60612 -0.31489 -0.43291 0.224 0.007 0.151 -0.358
H 0.54077 1.68439 -0.53210 0.285 0.037 -0.333 0.075
H -1.15658 1.74123 -0.33965 -0.302 -0.207 -0.415 -0.440
H -0.43998 1.25436 -1.95706 -0.227 -0.011 0.155 0.335
```
Forces are in eV/Å.